<1>
Density functional theory data (the ωB97M-V functional and the def2-TZVPD basis) for 2 unconnected molecules or ions with the total composition C5H7ClN2O2.

Last column: Mulliken charge in e.
Positions of all 17 atoms, in Å:
C  -1.067  0.784  -3.106  -1.277
C  -0.787  0.217  -1.815  0.435
Cl  -0.891  -1.531  -1.807  -0.206
C  -0.685  0.756  -0.611  0.075
N  -0.309  1.105  0.549  0.499
O  0.863  1.302  0.931  -0.647
O  -1.285  1.206  1.511  -0.415
H  -0.911  0.184  -3.936  0.427
H  -2.138  0.892  -3.324  0.312
H  -0.574  1.680  -3.141  0.346
H  -1.206  0.634  2.245  0.461
C  1.932  -1.295  1.853  -0.933
C  0.740  -0.965  2.582  0.598
N  -0.371  -0.749  2.858  -0.623
H  1.902  -2.251  1.494  0.332
H  2.025  -0.635  1.111  0.352
H  2.763  -1.334  2.610  0.265

## Properties
LUMO level (eV): 0.40
SMILES string: CC(Cl)=C=[N+]([O-])O.CC#N
Frontier orbital gap (eV): 9.6


<2>
Density functional theory data (the ωB97M-V functional and the def2-TZVPD basis) for C5H7ClN2O2 in the gas phase.

Last column: Mulliken charge in e.
Positions of all 17 atoms, in Å:
C  -3.284  0.428  0.418  -1.056
C  -1.903  0.610  0.003  0.125
C  -1.004  -0.400  0.005  -0.432
N  0.251  -0.099  -0.351  -0.316
C  1.244  -0.856  -0.295  0.563
Cl  1.284  -2.564  0.405  -0.253
C  2.702  -0.401  -0.678  -0.591
N  2.863  0.844  0.101  0.883
O  2.856  0.578  1.286  -0.500
O  2.944  1.929  -0.439  -0.546
H  -3.590  0.660  1.471  0.254
H  -3.942  1.120  -0.206  0.283
H  -3.465  -0.657  0.421  0.291
H  -1.737  1.551  -0.339  0.442
H  -1.439  -1.404  0.097  0.193
H  3.362  -1.175  -0.171  0.339
H  2.855  -0.164  -1.728  0.322

## Properties
LUMO level (eV): -0.07
SMILES string: C/C=C/N=C(\Cl)C[N+](=O)[O-]
Frontier orbital gap (eV): 9.1


The calculated energies rank the structures as follows, beginning with the most stable: <2>, <1>.


<1>
Density functional theory data (the ωB97M-V functional and the def2-TZVPD basis) for 2 unconnected molecules or ions with the total composition C3H4FN.

Last column: Mulliken charge in e.
Positions of all 9 atoms, in Å:
C  -1.787  -0.825  -0.008  -0.412
C  -0.229  0.981  -0.567  -0.208
C  2.391  0.324  0.110  -0.009
N  -1.116  0.268  -0.182  -0.079
F  2.627  -0.941  -0.237  -0.120
H  -1.903  -1.137  1.028  0.223
H  -2.294  -1.215  -0.772  0.291
H  -0.232  2.127  -0.651  0.219
H  2.544  0.418  1.278  0.094

## Properties
LUMO level (eV): -0.14
Frontier orbital gap (eV): 7.6


<2>
Density functional theory data (the ωB97M-V functional and the def2-TZVPD basis) for C3H4FN in the gas phase.

Last column: Mulliken charge in e.
Positions of all 9 atoms, in Å:
C  0.987  -0.178  -0.182  -1.008
C  -0.382  0.547  -0.059  0.461
F  -0.944  1.007  -1.204  -0.277
C  -1.367  -0.416  0.583  0.122
N  -2.121  -1.204  0.904  -0.339
H  0.968  -1.036  0.524  0.335
H  1.795  0.504  0.208  0.281
H  1.310  -0.718  -1.211  0.280
H  -0.245  1.493  0.435  0.146

## Properties
LUMO level (eV): 0.84
SMILES string: C[C@@H](F)C#N
Frontier orbital gap (eV): 13.0


<3>
Density functional theory data (the ωB97M-V functional and the def2-TZVPD basis) for 2 unconnected molecules or ions with the total composition C3H4FN.

Last column: Mulliken charge in e.
Positions of all 9 atoms, in Å:
C  0.183  -0.557  0.658  -0.256
C  0.377  0.281  -0.511  -0.308
C  -0.894  0.662  -0.932  0.258
H  -0.766  -1.142  0.355  0.235
H  0.909  -1.644  0.868  0.248
H  0.859  1.454  0.294  0.233
H  1.254  -0.189  -1.254  0.284
N  -2.003  0.896  -1.308  -0.421
F  0.080  0.239  1.830  -0.273

## Properties
LUMO level (eV): 0.39
Frontier orbital gap (eV): 11.6


<4>
Density functional theory data (the ωB97M-V functional and the def2-TZVPD basis) for C3H4FN in the gas phase.

Last column: Mulliken charge in e.
Positions of all 9 atoms, in Å:
C  0.936  -1.462  0.308  -0.286
N  0.525  -0.491  -0.406  -0.410
C  -0.387  0.438  0.118  0.465
C  -0.717  1.437  -0.698  -0.672
F  -0.768  0.321  1.400  -0.245
H  1.603  -2.131  -0.002  0.312
H  0.541  -1.784  1.223  0.219
H  -1.239  2.225  -0.256  0.283
H  -0.492  1.448  -1.687  0.335

## Properties
LUMO level (eV): 0.50
SMILES string: C=NC(=C)F
Frontier orbital gap (eV): 10.0


The calculated energies rank the structures as follows, beginning with the most stable: <2>, <4>, <3>, <1>.


<1>
Density functional theory data (the ωB97M-V functional and the def2-TZVPD basis) for 2 unconnected molecules or ions with the total composition CH3NO4.

Last column: Mulliken charge in e.
Positions of all 9 atoms, in Å:
C  0.326  -0.451  1.046  -0.589
N  0.153  -1.065  -0.233  0.047
O  0.791  1.187  -1.669  -0.259
O  -0.852  -0.968  -0.871  -0.176
O  -0.300  1.502  -1.075  0.236
O  -1.342  0.800  -1.332  -0.170
H  0.447  -1.285  1.743  0.279
H  1.276  0.084  1.040  0.274
H  -0.499  0.196  1.351  0.357

## Properties
LUMO level (spin up / spin down) (eV): -1.61 / -1.29
Frontier orbital gap (spin up / spin down) (eV): 7.8 / 8.4


<2>
Density functional theory data (the ωB97M-V functional and the def2-TZVPD basis) for 3 unconnected molecules or ions with the total composition CH3NO4.

Last column: Mulliken charge in e.
Positions of all 9 atoms, in Å:
O  3.098  -0.082  -0.686  -0.350
C  2.733  0.276  0.341  0.755
O  2.571  0.776  1.391  -0.397
N  -0.487  -0.909  0.996  -0.026
O  0.214  -0.409  0.146  -0.253
H  -1.459  -0.382  1.183  0.264
O  -2.311  0.158  -0.817  -0.586
H  -2.598  0.927  -1.275  0.300
H  -1.761  -0.354  -1.277  0.292

## Properties
LUMO level (eV): -0.50
SMILES string: O=C=O.N=O.O
Frontier orbital gap (eV): 9.0


The calculated energies rank the structures as follows, beginning with the most stable: <2>, <1>.


<1>
Density functional theory data (the ωB97M-V functional and the def2-TZVPD basis) for 2 unconnected molecules or ions with the total composition CH3NO4.

Last column: Mulliken charge in e.
Positions of all 9 atoms, in Å:
C  0.028  0.151  -0.078  -0.692
N  0.961  1.063  -0.785  0.052
O  2.991  -0.986  -0.841  -0.243
O  1.806  1.593  -0.149  -0.191
O  2.683  -0.731  0.366  0.237
O  2.989  0.425  0.829  -0.164
H  -0.826  0.762  -0.026  0.306
H  -0.208  -0.556  -0.975  0.268
H  0.327  -0.091  0.884  0.427

## Properties
LUMO level (spin up / spin down) (eV): -1.59 / -1.31
Frontier orbital gap (spin up / spin down) (eV): 7.8 / 8.4


<2>
Density functional theory data (the ωB97M-V functional and the def2-TZVPD basis) for 2 unconnected molecules or ions with the total composition CH3NO4.

Last column: Mulliken charge in e.
Positions of all 9 atoms, in Å:
C  -1.356  -0.135  0.130  0.747
N  -0.249  -0.648  -0.076  -0.299
O  -2.421  0.209  0.463  -0.343
O  -0.079  -2.009  -0.046  -0.424
O  1.228  1.375  -0.199  -0.323
O  -0.082  2.014  -0.207  -0.568
H  0.835  0.252  -0.169  0.474
H  0.634  -2.390  -0.622  0.350
H  1.490  1.331  0.727  0.387

## Properties
LUMO level (eV): -0.32
Frontier orbital gap (eV): 8.9


The calculated energies rank the structures as follows, beginning with the most stable: <2>, <1>.


<1>
Density functional theory data (the ωB97M-V functional and the def2-TZVPD basis) for C3H4FNS in the gas phase.

Last column: Mulliken charge in e.
Positions of all 10 atoms, in Å:
N  -1.290  2.037  -0.233  -0.389
C  -0.685  1.129  0.172  0.268
C  0.156  0.003  0.540  -0.076
S  1.915  0.007  -0.049  -0.144
C  -0.485  -1.273  -0.145  -0.366
F  -1.859  -1.080  -0.043  -0.277
H  0.119  -0.205  1.632  0.289
H  1.667  0.058  -1.282  0.134
H  -0.202  -2.297  0.278  0.263
H  -0.387  -1.361  -1.223  0.298

## Properties
LUMO level (eV): 0.53
SMILES string: N#C[C@H](S)CF
Frontier orbital gap (eV): 10.8


<2>
Density functional theory data (the ωB97M-V functional and the def2-TZVPD basis) for C3H4FNS in the gas phase.

Last column: Mulliken charge in e.
Positions of all 10 atoms, in Å:
F  1.719  1.512  1.655  -0.250
C  0.482  1.788  1.197  -0.025
C  -0.098  0.934  0.424  -0.348
N  0.502  -0.358  0.120  -0.140
C  0.061  -1.303  -0.684  -0.001
S  -1.416  -1.295  -1.420  -0.364
H  -0.015  2.720  1.492  0.322
H  -1.138  0.953  0.088  0.264
H  1.378  -0.428  0.607  0.252
H  0.777  -2.140  -0.826  0.290

## Properties
LUMO level (eV): 0.46
SMILES string: F/C=C\NC=S
Frontier orbital gap (eV): 9.0


The calculated energies rank the structures as follows, beginning with the most stable: <2>, <1>.


<1>
Density functional theory data (the ωB97M-V functional and the def2-TZVPD basis) for C8H10N2O2 in the gas phase.

Last column: Mulliken charge in e.
Positions of all 22 atoms, in Å:
C  -3.340  0.549  0.165  -0.564
C  -2.027  0.008  0.094  0.879
C  -1.705  -0.005  -1.292  0.102
C  -1.050  -0.558  1.079  0.460
C  -0.579  -0.699  -1.798  -0.532
C  0.315  -0.124  0.981  0.533
C  1.422  -1.084  1.494  -1.244
C  0.704  1.250  0.725  -1.400
N  -3.730  0.955  -0.991  -0.740
N  -2.791  0.528  -1.963  0.156
O  -1.436  -1.423  1.881  -0.651
O  -0.186  -0.588  -3.128  -0.483
H  -3.914  0.823  1.060  0.439
H  0.065  -1.485  -1.320  0.376
H  2.277  -0.764  0.989  0.457
H  1.224  -2.103  1.063  0.282
H  1.516  -1.122  2.545  0.323
H  1.130  1.820  1.610  0.337
H  -0.121  1.899  0.534  0.429
H  1.330  1.424  -0.227  0.293
H  -2.799  0.647  -2.940  0.196
H  0.574  -1.151  -3.156  0.349

## Properties
LUMO level (spin up / spin down) (eV): -0.75 / -0.39
Frontier orbital gap (spin up / spin down) (eV): 6.6 / 8.1


<2>
Density functional theory data (the ωB97M-V functional and the def2-TZVPD basis) for C8H10N2O2 in the gas phase.

Last column: Mulliken charge in e.
Positions of all 22 atoms, in Å:
C  -0.374  2.072  0.413  -0.702
C  -2.415  1.190  -0.203  -0.118
C  -0.097  1.001  -0.386  0.463
C  -2.921  -1.005  -0.062  0.592
C  1.152  0.238  -0.718  -0.652
C  1.502  -0.767  0.304  -0.194
C  0.449  -1.813  0.514  -1.082
C  -1.745  -0.826  -0.893  -0.685
N  -1.805  2.356  0.427  -0.266
N  -1.318  0.455  -0.815  0.143
O  -3.589  -1.967  0.129  -0.575
O  -3.104  0.227  0.484  -0.354
H  0.277  2.716  0.929  0.475
H  -3.192  1.538  -1.111  0.223
H  1.131  -0.201  -1.800  0.238
H  1.948  1.118  -0.681  0.268
H  2.433  -1.230  0.090  0.378
H  1.551  -0.455  1.324  0.326
H  0.590  -2.845  0.342  0.403
H  -0.373  -1.418  1.215  0.278
H  -1.254  -1.539  -1.488  0.559
H  -2.186  2.523  1.294  0.282

## Properties
LUMO level (spin up / spin down) (eV): -0.46 / 0.21
Frontier orbital gap (spin up / spin down) (eV): 7.4 / 7.5


The calculated energies rank the structures as follows, beginning with the most stable: <1>, <2>.